C45H42AsCl2InN2PSTe | wB97M-V/def2-TZVPD

```
96
Properties=species:S:1:pos:R:3
In 2.484 -0.105 1.147
Cl 5.368 -0.046 2.272
C 5.391 1.723 2.499
Cl 3.860 2.478 1.976
H 6.195 2.129 1.898
H 5.522 1.926 3.554
N 4.898 1.954 -5.530
C 3.987 1.066 -5.122
S 2.988 0.212 -6.095
C 3.864 0.910 -3.640
C 3.657 2.008 -2.815
C 3.414 1.801 -1.470
N 3.406 0.585 -0.919
C 3.647 -0.471 -1.714
C 3.870 -0.358 -3.066
H 5.014 2.114 -6.519
H 5.542 2.397 -4.896
H 3.643 3.014 -3.214
H 3.225 2.637 -0.808
H 3.653 -1.448 -1.238
H 4.030 -1.233 -3.680
C -1.787 2.550 0.832
C -3.072 1.879 0.367
As -4.416 3.197 -0.164
C -5.859 2.318 -0.970
C -6.720 3.077 -1.778
C -7.772 2.451 -2.419
C -7.981 1.088 -2.233
C -7.145 0.341 -1.406
C -6.095 0.954 -0.752
C -3.599 4.302 -1.492
C -3.037 5.528 -1.142
C -2.394 6.279 -2.115
C -2.321 5.806 -3.419
C -2.886 4.584 -3.761
C -3.538 3.823 -2.801
P -0.305 1.441 0.923
C -0.200 0.784 -0.780
C -0.015 -0.563 -1.101
C 0.198 -0.958 -2.418
C 0.231 -0.017 -3.435
C 0.063 1.328 -3.126
C -0.140 1.726 -1.814
C -0.907 0.081 1.994
C -0.513 0.176 3.332
C -0.937 -0.755 4.271
C -1.744 -1.815 3.879
C -2.141 -1.925 2.552
C -1.737 -0.978 1.619
H -1.904 2.979 1.829
H -1.506 3.366 0.161
H -3.499 1.241 1.140
H -2.927 1.292 -0.546
H -6.561 4.140 -1.909
H -8.437 3.022 -3.051
H -8.814 0.604 -2.725
H -7.326 -0.716 -1.269
H -5.462 0.378 -0.088
H -3.112 5.907 -0.130
H -1.968 7.239 -1.859
H -1.836 6.404 -4.179
H -2.840 4.228 -4.782
H -3.992 2.879 -3.075
H -0.042 -1.320 -0.327
H 0.333 -2.006 -2.650
H 0.401 -0.324 -4.458
H 0.107 2.072 -3.912
H -0.241 2.785 -1.597
H 0.120 1.001 3.645
H -0.649 -0.644 5.309
H -2.079 -2.544 4.606
H -2.783 -2.740 2.245
H -2.086 -1.066 0.599
Te 2.287 -2.558 3.891
C 1.294 -4.265 4.447
C 0.973 -4.375 5.806
C 0.347 -5.525 6.253
C 0.019 -6.530 5.351
C 0.320 -6.401 3.996
C 0.964 -5.271 3.532
C 3.438 -3.363 2.339
C 2.889 -3.613 1.082
C 3.685 -4.187 0.102
C 5.014 -4.491 0.373
C 5.554 -4.226 1.623
C 4.767 -3.660 2.619
H 1.221 -3.588 6.508
H 0.118 -5.639 7.304
H -0.473 -7.426 5.705
H 0.057 -7.192 3.306
H 1.216 -5.183 2.485
H 1.850 -3.385 0.870
H 3.264 -4.411 -0.870
H 5.629 -4.949 -0.391
H 6.588 -4.464 1.831
H 5.193 -3.470 3.597
```

Computed properties:
Charge: +3
Energy above the lowest of the compared OMol25 structures with the same formula, charge and spin in eV: 0.0000
LUMO level (alpha / beta) in eV: -9.9 / -9.4
Highest occupied orbital energy (alpha / beta) in hartree: -0.5236 / -0.5237

C45H42BF4O27 | wB97M-V/def2-TZVPD

```
119
Properties=species:S:1:pos:R:3
B 0.389 0.544 -0.810
F -0.728 -0.234 -0.606
F 1.298 0.214 0.260
F 0.999 0.396 -1.969
F 0.114 1.846 -0.620
C 1.354 -4.815 0.273
C 1.247 -3.332 0.611
C 0.368 -2.994 1.649
O 0.139 -1.840 2.030
C -0.462 -4.051 2.278
C -0.326 -5.517 2.011
C 0.470 -5.800 0.807
O 0.459 -6.929 0.425
O -0.687 -6.504 2.861
O 2.099 -2.474 0.175
H 2.024 -5.073 -0.585
H -1.001 -3.771 3.233
H -1.169 -6.276 3.543
H 1.910 -1.621 0.447
C -1.525 3.344 -7.197
C -2.602 2.174 -6.854
C -2.483 1.435 -5.649
O -3.351 0.587 -5.331
C -1.449 1.808 -4.768
C -0.482 2.975 -4.933
C -0.520 3.729 -6.281
O 0.165 4.621 -6.507
O 0.112 3.589 -3.892
O -3.524 1.678 -7.742
H -1.631 3.905 -8.071
H -1.445 1.302 -3.828
H 0.208 2.942 -3.105
H -4.035 0.952 -7.411
C -2.733 2.415 3.883
C -1.625 1.370 3.681
C -0.872 0.777 4.813
O -0.152 -0.192 4.626
C -1.259 1.370 6.081
C -2.359 2.292 6.359
C -3.071 2.833 5.220
O -3.925 3.781 5.392
O -2.721 2.690 7.660
O -1.235 1.044 2.403
H -3.271 2.753 3.047
H -0.790 0.883 6.929
H -2.233 2.538 8.521
H -0.503 0.272 2.513
C 1.774 -3.974 -5.372
C 1.776 -2.634 -4.744
C 3.043 -2.074 -4.274
O 3.123 -0.933 -4.029
C 4.164 -2.918 -4.157
C 4.130 -4.358 -4.758
C 2.927 -4.865 -5.504
O 2.927 -6.035 -5.885
O 5.243 -5.139 -4.658
O 0.642 -1.848 -4.753
H 1.052 -4.411 -5.974
H 5.056 -2.680 -3.668
H 5.931 -4.597 -4.349
H 0.666 -0.954 -4.228
C -4.004 -5.174 -0.657
C -2.929 -5.656 -1.631
C -1.712 -5.014 -1.791
O -0.803 -5.448 -2.492
C -1.605 -3.715 -1.177
C -2.671 -3.131 -0.213
C -3.836 -3.917 0.031
O -4.665 -3.412 0.855
O -2.553 -1.926 0.283
O -3.193 -6.898 -2.294
H -4.865 -5.715 -0.457
H -0.827 -3.105 -1.376
H -1.878 -1.341 -0.083
H -2.372 -7.054 -2.689
C 0.605 4.151 4.077
C 0.294 3.983 2.611
C -0.810 4.844 1.987
O -1.203 4.545 0.869
C -1.387 5.861 2.775
C -1.046 6.009 4.197
C -0.119 5.158 4.913
O 0.176 5.262 6.054
O -1.802 6.824 5.015
O 1.025 3.096 1.852
H 1.387 3.569 4.603
H -2.193 6.430 2.461
H -2.502 7.379 4.587
H 0.630 2.664 1.044
C -5.048 3.131 -1.532
C -5.110 1.906 -0.521
O -6.199 1.331 -0.291
C -3.797 1.294 -0.109
H -4.330 2.883 -2.215
H -4.692 4.094 -1.159
H -5.970 3.552 -1.920
H -3.195 2.049 0.461
H -2.972 1.229 -0.867
H -4.070 0.543 0.488
C 5.972 0.472 -1.838
C 5.586 0.557 -0.410
O 5.849 -0.248 0.463
C 4.723 1.851 -0.124
H 6.875 1.248 -1.943
H 5.266 0.943 -2.622
H 6.305 -0.527 -2.064
H 3.594 1.699 -0.112
H 4.919 2.786 -0.800
H 4.944 2.055 0.833
C 3.243 1.249 5.454
C 3.779 0.181 4.646
O 4.675 -0.542 5.102
C 3.490 -0.008 3.154
H 3.547 2.252 4.954
H 3.610 1.031 6.471
H 2.138 0.788 5.608
H 2.342 0.071 2.920
H 3.815 -0.910 2.810
H 3.908 0.549 2.541
```

Computed properties:
Charge: -1
Energy above the lowest of the compared OMol25 structures with the same formula, charge and spin in eV: 0.6966
LUMO level in eV: -0.4
Highest occupied orbital energy in hartree: -0.2451